(one)
# C3H7F2N

A 2-piece molecular cluster, C3H7F2N overall (the ωB97M-V functional and the def2-TZVPD basis, the OMol25 dataset).

```
13
Properties=species:S:1:pos:R:3:mulliken_charge:R:1
C 1.598 1.500 -0.090 -1.007
C -1.952 -1.297 0.079 -0.694
C 1.116 0.190 0.315 0.700
N -1.214 -0.050 -0.222 -0.451
F 1.831 -0.873 -0.163 -0.260
F 1.006 0.052 1.606 -0.238
H 2.598 1.616 0.269 0.364
H 1.804 1.420 -1.261 0.269
H 0.973 2.327 0.170 0.299
H -1.456 -1.872 0.794 0.271
H -2.990 -1.086 0.532 0.233
H -2.026 -1.944 -0.800 0.286
H -1.289 0.016 -1.228 0.227
```

Total charge: 0
Multiplicity: 1


(two)
# C3H7F2N

A 2-piece molecular cluster, C3H7F2N overall (the ωB97M-V functional and the def2-TZVPD basis, the OMol25 dataset).

```
13
Properties=species:S:1:pos:R:3:mulliken_charge:R:1
C -1.655 1.063 -0.399 -0.606
C 1.584 0.296 0.085 -0.418
C -1.786 -0.126 0.160 0.532
N 1.156 -1.090 0.086 -0.484
F -1.761 -0.518 1.443 -0.215
F -2.062 -1.125 -0.762 -0.256
H 1.579 -1.607 0.859 0.191
H -2.179 1.117 -1.408 0.274
H -1.132 1.698 0.378 0.307
H 1.869 0.666 -0.940 0.237
H 0.631 0.719 0.451 -0.059
H 2.364 0.557 0.780 0.292
H 1.393 -1.648 -0.735 0.206
```

Total charge: 0
Multiplicity: 1
SMILES: C=C(F)F.CN


Stability check: which of them is most stable? (two).


(one)
# C3H4NO3

An isolated ion of composition C3H4NO3 and charge -1 (the ωB97M-V functional and the def2-TZVPD basis, the OMol25 dataset).

```
11
Properties=species:S:1:pos:R:3:mulliken_charge:R:1
C -0.711 -0.155 1.428 0.254
C 0.754 -1.992 2.692 0.453
C 0.131 0.129 -0.810 -0.612
N 0.724 -1.033 2.031 -0.393
O -1.651 -0.876 1.107 -0.641
O 0.860 -2.927 3.408 -0.623
O -0.129 0.730 0.457 -0.278
H -0.784 0.567 2.491 0.159
H 0.074 0.981 -1.453 0.219
H -0.523 -0.776 -1.098 0.246
H 1.218 -0.222 -0.629 0.216
```

Total charge: -1
Multiplicity: 1
SMILES: CO[C@@H]([O-])N=C=O


(two)
# C3H4NO3

C3H4NO3 as an isolated structure (the ωB97M-V functional and the def2-TZVPD basis, the OMol25 dataset).

```
11
Properties=species:S:1:pos:R:3:mulliken_charge:R:1
C 2.208 -0.494 0.475 0.097
C 0.370 0.998 0.270 0.735
C -1.822 -0.221 -0.485 -0.565
N 1.461 0.533 0.760 -0.572
O 2.337 -1.023 -0.583 -0.554
O -0.313 1.956 0.009 -0.556
O -0.610 -0.575 0.014 -0.559
H 2.946 -0.794 1.239 0.364
H -2.407 0.448 0.202 0.170
H -2.567 -1.045 -0.442 0.233
H -1.604 0.216 -1.459 0.207
```

Total charge: -1
Multiplicity: 1


Stability check: which of them is most stable? (one).


(one)
# C5H10O2

One molecule with the formula C5H10O2 (the ωB97M-V functional and the def2-TZVPD basis, the OMol25 dataset).

```
17
Properties=species:S:1:pos:R:3:mulliken_charge:R:1
O 2.504 0.285 0.413 -0.531
C 1.564 -0.566 -0.217 -0.954
C 0.187 -0.584 0.465 0.600
C -0.336 0.840 0.744 -0.676
C -1.463 1.032 -0.288 -0.406
O -1.307 -0.009 -1.238 -0.398
C -0.883 -1.133 -0.492 -0.752
H 2.402 1.169 0.046 0.333
H 1.431 -0.294 -1.275 0.362
H 2.003 -1.568 -0.181 0.323
H 0.245 -1.175 1.385 0.373
H -0.700 0.946 1.770 0.305
H 0.464 1.576 0.623 0.161
H -1.421 1.983 -0.826 0.315
H -2.445 0.951 0.205 0.264
H -0.514 -1.885 -1.199 0.367
H -1.731 -1.567 0.064 0.313
```

Total charge: 0
Multiplicity: 1
SMILES: OC[C@H]1CCOC1


(two)
# C5H10O2

A 2-piece molecular cluster, C5H10O2 overall (the ωB97M-V functional and the def2-TZVPD basis, the OMol25 dataset).

```
17
Properties=species:S:1:pos:R:3:mulliken_charge:R:1
O 2.253 1.466 0.350 -0.759
C 1.150 -0.596 0.037 -0.769
C -0.127 -1.106 0.475 0.135
C -0.140 0.365 0.754 -0.361
C -1.167 0.957 -0.227 -0.462
O -1.281 -0.024 -1.239 -0.403
C -1.154 -1.286 -0.601 -0.716
H 2.239 1.747 -0.571 0.295
H 1.329 -0.451 -1.038 0.309
H 2.084 -0.888 0.538 0.293
H -0.100 -1.740 1.348 0.424
H -0.298 0.657 1.807 0.462
H 1.299 1.269 0.562 0.312
H -0.916 1.910 -0.713 0.307
H -2.148 1.109 0.273 0.258
H -0.851 -2.005 -1.362 0.366
H -2.088 -1.590 -0.118 0.308
```

Total charge: 0
Multiplicity: 1
SMILES: C1OC[C@H]2C[C@@H]12.O


(three)
# C5H10O2

One molecule with the formula C5H10O2 (the ωB97M-V functional and the def2-TZVPD basis, the OMol25 dataset).

```
17
Properties=species:S:1:pos:R:3:mulliken_charge:R:1
C -1.017 1.104 -1.535 -1.395
C -0.687 0.416 -0.224 0.213
O -0.734 -1.012 -0.329 -0.473
C -0.143 -1.512 0.879 -0.482
C 0.843 -0.428 1.379 -0.667
C 0.767 0.589 0.241 -0.094
O 1.624 0.187 -0.812 -0.589
H -1.932 0.711 -1.989 0.370
H -0.191 1.016 -2.246 0.275
H -1.164 2.169 -1.327 0.371
H -1.400 0.733 0.559 0.367
H 0.347 -2.459 0.640 0.300
H -0.930 -1.705 1.618 0.321
H 0.524 0.001 2.335 0.294
H 1.869 -0.790 1.486 0.303
H 1.043 1.607 0.525 0.481
H 1.188 -0.599 -1.188 0.406
```

Total charge: 0
Multiplicity: 1
SMILES: C[C@H]1OCC[C@H]1O


Stability check: which of them is most stable? (three).


(one)
# C18H18N4O3

One molecule with the formula C18H18N4O3 (the ωB97M-V functional and the def2-TZVPD basis, the OMol25 dataset).

```
43
Properties=species:S:1:pos:R:3:mulliken_charge:R:1
C 4.067 -1.904 -0.656 -1.055
H 3.516 -2.180 -1.559 0.397
O 3.298 -1.072 0.185 -0.393
C 2.851 0.118 -0.299 0.560
C 2.077 0.868 0.580 -0.111
C 1.535 2.087 0.193 0.690
C 1.781 2.575 -1.085 -0.785
C 2.557 1.826 -1.951 -0.835
C 3.089 0.604 -1.582 -0.601
H 3.683 0.048 -2.288 0.450
H 2.753 2.206 -2.943 0.371
H 1.393 3.529 -1.403 0.427
O 0.772 2.714 1.139 -0.410
C -0.120 3.737 0.747 -0.608
C -1.288 3.763 1.754 -0.601
O -2.533 3.419 1.188 -0.477
C -2.747 2.154 0.727 0.504
C -3.991 1.931 0.130 -0.667
C -4.304 0.690 -0.392 -0.550
C -3.386 -0.343 -0.349 -0.845
C -2.143 -0.133 0.247 0.279
C -1.836 1.111 0.802 -0.073
H -0.878 1.243 1.277 0.442
C -1.130 -1.167 0.273 0.083
N -1.348 -2.308 -0.248 -0.835
N -0.396 -3.262 -0.268 0.549
C 0.914 -3.302 0.141 -0.137
N 1.427 -4.458 -0.136 -0.400
N 0.479 -5.215 -0.727 -0.617
C -0.600 -4.506 -0.807 0.017
H -1.535 -4.815 -1.225 0.442
H 1.442 -2.499 0.610 0.607
H -0.178 -0.895 0.736 0.123
H -3.607 -1.309 -0.772 0.443
H -5.270 0.534 -0.846 0.371
H -4.692 2.750 0.088 0.453
H -1.037 3.106 2.595 0.328
H -1.442 4.775 2.133 0.345
H 0.402 4.701 0.739 0.409
H -0.522 3.544 -0.255 0.452
H 1.906 0.502 1.581 0.554
H 5.012 -1.425 -0.931 0.435
H 4.265 -2.803 -0.076 0.265
```

Total charge: 0
Multiplicity: 1
SMILES: COc1cccc(OCCOc2cccc(/C=N/n3cnnc3)c2)c1


(two)
# C18H18N4O3

One molecule with the formula C18H18N4O3 (the ωB97M-V functional and the def2-TZVPD basis, the OMol25 dataset).

```
43
Properties=species:S:1:pos:R:3:mulliken_charge:R:1
C 2.799 -1.297 2.896 -0.802
H 1.921 -0.652 3.000 0.335
O 2.457 -2.659 3.012 -0.460
C 1.582 -3.181 2.112 0.492
C 1.265 -4.532 2.273 -0.926
C 0.385 -5.163 1.418 -0.458
C -0.210 -4.467 0.371 0.351
C 0.104 -3.106 0.198 0.255
C 0.996 -2.480 1.071 -0.139
H 1.199 -1.437 0.897 0.571
C -0.504 -2.358 -0.877 -0.483
N -0.206 -1.136 -1.085 -0.029
N -0.807 -0.475 -2.088 -0.238
C -0.554 0.826 -2.385 0.344
O -1.146 1.374 -3.294 -0.722
C 0.503 1.494 -1.530 0.188
C 0.082 2.858 -1.103 0.202
N 0.296 3.361 0.078 -0.771
C -0.235 4.627 0.039 0.546
C -0.289 5.614 1.016 -0.621
C -0.900 6.806 0.689 -0.424
C -1.449 7.028 -0.575 -0.414
C -1.406 6.064 -1.562 -0.857
C -0.793 4.864 -1.241 0.493
N -0.558 3.715 -1.950 -0.009
H -0.889 3.461 -2.869 0.205
H -1.830 6.235 -2.540 0.381
H -1.919 7.978 -0.784 0.370
H -0.959 7.593 1.427 0.366
H 0.134 5.441 1.993 0.419
H 1.410 1.571 -2.138 0.341
H 0.721 0.890 -0.652 -0.192
H -1.509 -0.952 -2.663 0.269
H -1.231 -2.889 -1.498 0.438
O -1.088 -5.014 -0.518 -0.431
C -1.433 -6.372 -0.376 -0.948
H -1.917 -6.565 0.586 0.365
H -0.559 -7.022 -0.484 0.355
H -2.137 -6.580 -1.180 0.249
H 0.168 -6.206 1.579 0.424
H 1.723 -5.074 3.085 0.412
H 3.293 -1.087 1.942 0.324
H 3.492 -1.098 3.712 0.227
```

Total charge: 0
Multiplicity: 1
SMILES: COc1ccc(OC)c(/C=N/NC(=O)Cc2nc3ccccc3[nH]2)c1


Stability check: which of them is most stable? (two).


(one)
# C5H13NO

A 2-piece molecular cluster, C5H13NO overall (the ωB97M-V functional and the def2-TZVPD basis, the OMol25 dataset).

```
20
Properties=species:S:1:pos:R:3:mulliken_charge:R:1
C -0.559 1.563 -1.087 -1.379
C 0.318 0.729 -0.252 0.026
C 0.080 -0.776 -0.195 0.205
C 0.308 -1.431 0.962 -0.022
N 0.028 -2.752 1.281 -0.585
C -0.101 -1.660 -1.390 -1.222
H -0.120 2.475 -1.313 0.403
H -1.590 1.572 -0.702 0.332
H -0.722 1.240 -2.084 0.474
H 0.413 1.163 0.786 0.064
H 1.301 0.780 -0.723 0.129
H 0.666 -0.891 1.881 0.283
H 0.097 -3.562 0.684 0.220
H 0.600 -3.189 2.051 0.246
H 0.815 -2.235 -1.807 0.238
H -0.755 -2.477 -0.986 0.306
H -0.689 -1.158 -2.208 0.296
H 0.027 4.296 2.000 0.306
H -0.420 2.848 1.592 0.309
O 0.305 3.466 1.509 -0.629
```

Total charge: 0
Multiplicity: 1
SMILES: CC/C(C)=C/N.O


(two)
# C5H13NO

A 2-piece molecular cluster, C5H13NO overall (the ωB97M-V functional and the def2-TZVPD basis, the OMol25 dataset).

```
20
Properties=species:S:1:pos:R:3:mulliken_charge:R:1
C 1.598 -0.673 1.344 -0.880
C 0.287 -0.034 1.820 0.605
O 0.296 1.053 2.356 -0.631
N -0.868 -0.735 1.640 -0.339
H 1.801 -0.190 0.394 0.219
H 1.418 -1.739 1.128 0.305
H -1.737 -0.514 2.093 0.201
H -0.817 -1.583 1.119 0.199
H 2.218 -0.736 2.217 0.328
C -0.450 0.490 -1.655 -0.028
C -0.612 -1.017 -1.748 -1.025
C -0.144 1.162 -3.036 -1.088
H -1.269 1.003 -1.154 0.336
H 0.422 0.890 -1.127 0.102
H -1.469 -1.429 -1.152 0.217
H 0.262 -1.553 -1.414 0.243
H -0.396 0.487 -3.878 0.262
H -0.806 1.955 -3.351 0.311
H -1.075 -1.466 -2.636 0.402
H 0.884 1.514 -3.017 0.262
```

Total charge: 0
Multiplicity: 1
SMILES: CC(N)=O.CCC


(three)
# C5H13NO

A 2-piece molecular cluster, C5H13NO overall (the ωB97M-V functional and the def2-TZVPD basis, the OMol25 dataset).

```
20
Properties=species:S:1:pos:R:3:mulliken_charge:R:1
C 2.167 -1.903 0.918 -1.101
C 2.153 -0.422 0.671 0.755
O 1.895 0.398 1.536 -0.629
N 2.432 -0.023 -0.599 -0.378
H 1.491 -2.153 1.735 0.271
H 3.164 -2.214 1.246 0.323
H 2.532 0.962 -0.773 0.230
H 2.746 -0.672 -1.297 0.181
H 1.919 -2.472 0.028 0.357
C -1.436 0.491 -0.006 0.144
C -2.616 1.230 0.642 -1.152
C -1.424 0.528 -1.546 -1.056
H -0.499 0.883 0.402 0.047
H -1.397 -0.551 0.318 0.277
H -3.356 1.531 -0.092 0.305
H -2.266 2.125 1.172 0.285
H -1.563 -0.484 -1.932 0.255
H -2.303 1.072 -1.909 0.349
H -3.100 0.698 1.471 0.276
H -0.537 0.977 -1.985 0.260
```

Total charge: 0
Multiplicity: 1
SMILES: CC(N)=O.CCC


(four)
# C5H13NO

A 2-piece molecular cluster, C5H13NO overall (the ωB97M-V functional and the def2-TZVPD basis, the OMol25 dataset).

```
20
Properties=species:S:1:pos:R:3:mulliken_charge:R:1
C -2.007 1.650 -0.124 -0.900
N -1.529 0.456 -0.757 -0.395
C -0.178 0.593 -1.323 -0.512
C 0.417 -0.772 -1.805 -0.894
C 1.391 -1.491 -0.913 0.003
C 1.341 -1.499 0.428 -0.716
H -1.360 2.066 0.695 0.299
H -2.270 2.398 -0.859 0.269
H -2.878 1.450 0.524 0.348
H -1.568 -0.419 -0.243 0.256
H -0.347 1.270 -2.167 0.450
H 0.467 1.158 -0.618 0.335
H -0.422 -1.381 -2.153 0.361
H 0.930 -0.659 -2.752 0.362
H 2.174 -2.073 -1.411 0.304
H 0.768 -0.865 1.108 0.211
H 1.893 -2.286 0.953 0.223
H 1.562 -0.365 4.053 0.295
H 0.587 0.688 3.987 0.297
O 1.029 0.081 3.378 -0.597
```

Total charge: 0
Multiplicity: 1
SMILES: C=CCCNC.O


Stability check: which of them is most stable? (three).